A 14-piece molecular cluster, C56H112O28S14 overall, computed with ωB97M-V/def2-TZVPD.

The geometry in XYZ format:
```
210
Properties=species:S:1:pos:R:3:forces:R:3
C 4.512 5.744 -1.767 0.2 0.6 0.7
C 4.933 4.307 -1.554 0.5 -0.8 -1.2
C 4.026 3.644 -0.546 -0.6 0.1 0.6
S 2.362 4.093 -1.114 1.0 1.3 -1.1
O 1.349 4.345 -0.122 0.2 0.0 0.5
O 1.966 3.168 -2.169 0.4 0.3 0.0
C 3.001 5.766 -1.796 -1.4 -1.3 -0.2
H 4.951 6.133 -2.686 -0.2 -0.1 -0.1
H 4.930 6.382 -0.982 -0.3 -0.1 0.2
H 5.998 4.224 -1.337 -0.1 -0.1 0.4
H 4.827 3.823 -2.532 -0.1 -0.3 0.2
H 4.156 4.100 0.437 -0.1 -0.1 0.1
H 4.071 2.564 -0.435 0.2 0.0 -0.1
H 2.437 6.466 -1.185 0.3 0.3 0.0
H 2.626 5.807 -2.819 -0.2 0.1 0.1
C 4.789 3.814 4.927 0.5 -0.8 0.3
C 4.099 5.113 4.459 -0.8 -0.4 2.6
C 2.760 4.771 3.845 -0.7 -0.9 -2.0
S 2.775 2.942 3.500 2.4 -0.1 -0.4
O 2.578 2.515 2.113 -0.6 0.6 0.8
O 2.086 2.247 4.569 -0.2 0.4 -0.4
C 4.585 2.788 3.826 -0.7 0.5 -0.6
H 4.369 3.411 5.852 -0.4 0.3 0.0
H 5.829 4.008 5.191 0.1 -0.1 -0.4
H 4.756 5.803 3.941 -0.2 -0.2 -0.6
H 3.827 5.587 5.408 0.3 0.5 -0.2
H 2.609 5.262 2.882 -0.1 -0.1 0.0
H 1.827 4.877 4.391 0.4 0.4 0.5
H 5.145 3.110 2.944 -0.3 -0.1 -0.3
H 4.714 1.713 3.926 0.3 0.1 0.7
C -2.874 4.578 -2.363 0.1 0.1 0.6
C -3.480 5.761 -3.136 -0.7 0.8 0.9
C -2.486 6.942 -3.283 0.3 -1.1 -0.4
S -0.903 6.406 -2.507 -0.9 -1.2 0.2
O -0.821 6.717 -1.095 -0.1 0.7 -0.5
O 0.170 6.731 -3.418 0.0 -0.1 0.5
C -1.364 4.640 -2.521 0.4 -0.4 -1.9
H -3.277 3.623 -2.699 0.1 0.0 -0.2
H -3.166 4.628 -1.312 0.2 0.2 0.1
H -4.337 6.145 -2.579 -0.1 -0.2 -0.1
H -3.867 5.468 -4.110 0.2 -0.1 -0.1
H -2.800 7.911 -2.908 0.0 -0.1 0.2
H -2.333 6.991 -4.359 0.7 0.5 0.1
H -0.735 3.948 -1.963 0.0 0.6 0.8
H -1.120 4.325 -3.547 -0.1 0.2 -0.1
C -2.330 0.607 4.749 1.5 -0.6 0.1
C -2.909 1.792 3.985 -0.8 -0.8 0.1
C -3.678 2.618 5.033 0.3 1.2 -1.0
S -4.464 1.448 6.144 1.2 -0.7 -0.9
O -5.793 1.217 5.609 0.1 0.3 0.9
O -4.143 1.748 7.523 -0.8 0.0 -0.5
C -3.441 0.041 5.610 -0.8 -0.9 0.0
H -1.413 0.853 5.295 -0.4 0.4 0.5
H -1.926 -0.163 4.082 -0.4 0.0 -0.3
H -3.591 1.349 3.253 -0.2 0.3 0.0
H -2.169 2.317 3.387 0.1 0.3 0.4
H -4.467 3.238 4.602 -0.2 -0.3 -0.1
H -3.020 3.359 5.488 0.1 -0.5 0.6
H -4.066 -0.627 5.006 -0.3 0.6 -0.3
H -3.265 -0.641 6.443 0.8 0.7 0.3
C 0.495 0.354 -1.815 -0.8 0.0 -1.2
C -0.863 -0.368 -2.062 0.5 0.2 1.4
C -1.134 -1.161 -0.805 0.6 -0.8 1.0
S -0.492 -0.163 0.616 0.2 0.1 -1.4
O 0.351 -0.990 1.466 -0.4 0.3 -0.3
O -1.588 0.585 1.191 0.1 0.0 0.3
C 0.505 0.994 -0.452 -0.2 0.0 1.5
H 0.509 1.044 -2.660 0.7 0.4 0.4
H 1.311 -0.360 -1.944 0.1 0.0 0.1
H -0.752 -1.012 -2.931 -0.3 0.0 -0.1
H -1.638 0.392 -2.157 -0.1 -0.1 -0.3
H -0.510 -2.060 -0.776 0.1 0.1 -0.1
H -2.146 -1.504 -0.589 -0.2 0.5 -0.1
H 1.459 1.191 0.041 0.2 -0.7 -0.2
H 0.046 1.972 -0.282 -0.6 -0.1 -0.7
C 0.552 -5.207 0.454 -0.3 -0.9 0.8
C 0.377 -5.975 1.781 0.3 -0.6 2.0
C 1.512 -5.719 2.818 0.3 1.1 -0.4
S 2.706 -4.675 1.933 -0.5 -0.4 0.0
O 3.670 -5.561 1.325 0.2 0.3 -0.1
O 3.140 -3.565 2.769 0.0 -0.4 -0.4
C 1.503 -4.074 0.683 0.6 0.8 1.2
H -0.458 -4.897 0.190 0.2 0.2 -0.6
H 0.954 -5.934 -0.250 -0.1 0.3 -0.3
H 0.276 -7.051 1.653 0.0 0.0 -0.4
H -0.485 -5.690 2.385 -0.4 0.2 -0.7
H 2.024 -6.567 3.264 0.1 -0.2 -0.5
H 1.175 -5.102 3.652 -0.2 0.1 -0.1
H 1.988 -3.621 -0.179 0.2 -0.3 -0.1
H 1.076 -3.248 1.263 -0.4 0.0 -0.2
C -5.569 -5.211 -3.632 0.1 0.1 -1.0
C -5.920 -5.287 -2.148 1.4 -0.2 0.4
C -6.519 -3.991 -1.627 0.1 0.4 -0.5
S -5.601 -2.702 -2.533 -0.2 -0.4 -0.9
O -4.355 -2.401 -1.856 -0.3 0.0 0.0
O -6.482 -1.634 -2.980 0.6 -0.4 0.6
C -5.225 -3.754 -3.996 -1.2 0.7 -0.2
H -6.379 -5.583 -4.263 -0.1 0.3 0.0
H -4.722 -5.836 -3.918 0.0 -0.2 0.5
H -4.920 -5.384 -1.709 -0.3 0.0 0.6
H -6.475 -6.169 -1.839 -0.2 0.0 -0.2
H -6.392 -3.899 -0.552 0.1 0.3 0.0
H -7.558 -3.804 -1.898 -0.1 -0.2 0.0
H -4.268 -3.430 -4.400 0.4 -0.6 0.5
H -5.913 -3.423 -4.778 -0.2 0.2 0.3
C 3.925 1.516 -4.069 0.1 -0.7 0.3
C 2.608 1.192 -4.765 -0.1 -0.1 -0.7
C 2.376 -0.318 -4.937 0.4 -0.4 0.0
S 3.989 -1.122 -4.602 -0.2 1.7 0.4
O 4.452 -1.942 -5.696 -0.2 0.0 0.5
O 3.951 -1.618 -3.235 0.1 -0.3 -0.5
C 4.903 0.481 -4.558 0.3 -0.8 -0.9
H 3.877 1.416 -2.982 -0.3 0.4 0.0
H 4.214 2.520 -4.373 0.2 0.0 0.3
H 2.722 1.481 -5.814 -0.1 0.7 0.2
H 1.807 1.776 -4.316 -0.2 -0.3 -0.1
H 2.182 -0.546 -5.982 -0.2 -0.2 0.1
H 1.627 -0.805 -4.318 0.1 0.1 0.1
H 5.169 0.674 -5.601 0.1 -0.1 0.0
H 5.819 0.335 -3.989 -0.1 0.0 0.1
C -3.504 -3.709 3.685 0.1 2.1 0.5
C -2.900 -3.260 2.351 -0.4 -1.1 -0.2
C -3.497 -4.253 1.345 0.5 -1.0 -0.1
S -3.853 -5.843 2.235 0.8 0.5 1.0
O -3.017 -6.941 1.768 -0.6 0.8 0.2
O -5.289 -5.976 2.310 0.0 -0.3 -0.4
C -3.290 -5.193 3.852 0.7 0.3 -0.4
H -4.547 -3.393 3.766 -0.1 -0.4 -0.1
H -2.980 -3.087 4.418 0.0 -0.6 0.5
H -1.817 -3.362 2.465 0.0 -0.2 -0.3
H -3.066 -2.231 2.037 -0.4 0.0 0.3
H -2.804 -4.511 0.545 -0.3 0.0 -0.2
H -4.502 -4.029 0.992 0.2 0.5 -0.2
H -2.214 -5.379 3.898 0.0 -0.1 0.0
H -3.740 -5.577 4.762 -0.4 -0.4 -0.4
C -2.768 5.148 1.804 0.9 -0.7 0.8
C -1.545 4.296 1.409 0.1 -0.3 -0.2
C -0.527 4.400 2.566 0.4 0.8 -0.4
S -0.953 5.858 3.589 -0.1 -0.8 -1.6
O 0.166 6.744 3.752 0.2 0.4 -0.2
O -1.578 5.364 4.780 -0.7 -0.1 0.4
C -2.171 6.439 2.357 0.2 0.3 0.2
H -3.170 4.558 2.634 -0.8 0.4 -0.1
H -3.496 5.340 1.022 0.0 -0.2 0.0
H -1.104 4.639 0.472 0.2 0.4 0.2
H -1.724 3.232 1.231 -0.6 0.1 0.2
H 0.434 4.576 2.084 0.2 -0.1 0.4
H -0.488 3.574 3.274 0.0 -0.2 -0.2
H -1.593 6.946 1.581 0.1 -0.1 0.0
H -2.864 7.172 2.767 0.0 -0.2 0.3
C 2.152 -6.341 -3.913 0.1 -0.7 0.5
C 0.693 -6.501 -3.460 -0.9 0.1 -0.7
C -0.036 -5.301 -4.127 0.8 0.1 0.8
S 1.124 -3.890 -3.878 0.5 -1.1 -0.8
O 0.927 -3.205 -2.610 -0.7 0.2 -0.7
O 1.216 -3.193 -5.151 -0.3 0.3 0.8
C 2.583 -4.925 -3.611 -0.6 0.8 0.4
H 2.216 -6.575 -4.976 0.0 0.2 -0.1
H 2.803 -7.054 -3.405 0.0 0.0 0.0
H 0.521 -6.611 -2.389 0.3 0.6 0.1
H 0.243 -7.418 -3.847 0.2 0.0 -0.3
H -1.030 -5.028 -3.783 0.0 -0.1 0.2
H -0.031 -5.469 -5.202 -0.1 0.2 -0.1
H 2.662 -4.702 -2.546 0.6 -0.6 0.1
H 3.431 -4.500 -4.142 0.0 -0.1 -0.1
C 2.762 -0.846 5.260 -0.7 0.7 1.0
C 3.121 -2.057 6.163 -0.7 -0.4 -0.3
C 1.994 -3.085 6.163 -0.8 0.4 -1.2
S 0.471 -2.210 5.557 1.9 1.1 0.9
O -0.151 -1.511 6.677 0.1 -0.6 -0.8
O -0.298 -3.112 4.734 -0.5 -0.1 -0.2
C 1.433 -0.988 4.539 -0.7 -2.1 0.4
H 3.540 -0.639 4.531 0.1 0.1 0.1
H 2.670 -0.047 5.996 0.2 0.6 -0.6
H 3.227 -1.732 7.194 0.6 0.1 -0.1
H 4.007 -2.505 5.718 0.2 -0.2 0.6
H 1.721 -3.541 7.110 0.2 -0.1 0.0
H 2.207 -3.807 5.374 -0.3 -0.3 0.2
H 0.787 -0.129 4.398 0.3 0.2 0.0
H 1.547 -1.577 3.628 0.0 0.4 -0.3
C -3.721 -0.669 -5.386 -0.4 -0.7 -0.2
C -2.805 0.539 -5.031 -1.1 0.1 -0.5
C -3.747 1.740 -4.985 -1.4 -0.3 -0.1
S -4.963 1.502 -6.321 0.9 0.5 -1.5
O -4.340 1.842 -7.595 -0.2 0.1 0.7
O -6.226 2.135 -5.992 0.7 -0.7 0.1
C -4.940 -0.304 -6.252 -0.6 1.0 1.0
H -4.149 -1.120 -4.492 0.3 0.3 0.3
H -3.217 -1.490 -5.898 0.5 0.2 0.1
H -2.040 0.680 -5.791 0.2 0.0 0.2
H -2.411 0.367 -4.037 0.4 0.1 -0.2
H -3.406 2.767 -5.086 0.4 -0.1 0.0
H -4.426 1.659 -4.130 0.3 0.2 0.3
H -4.951 -0.713 -7.256 0.0 0.2 -0.1
H -5.875 -0.492 -5.719 0.0 -0.5 -0.2
C 4.705 -1.667 -0.173 0.7 0.2 -0.6
C 3.872 -0.882 0.815 -0.6 -0.7 0.0
C 4.721 -0.094 1.785 -0.1 0.2 -0.6
S 6.208 0.244 0.793 -0.3 1.1 0.4
O 7.363 -0.395 1.387 -0.5 0.1 -0.5
O 6.230 1.684 0.566 0.3 -0.3 -0.1
C 5.707 -0.598 -0.764 -0.7 -0.9 2.2
H 3.986 -1.993 -0.922 0.5 -0.3 -0.3
H 5.207 -2.525 0.275 0.1 0.0 0.0
H 3.162 -1.535 1.321 -0.1 0.1 0.0
H 3.317 -0.206 0.156 -0.3 0.3 0.5
H 4.978 -0.542 2.742 0.2 -0.5 -0.3
H 4.174 0.821 1.974 0.4 0.4 0.0
H 6.664 -0.920 -1.163 -0.3 -0.2 -0.5
H 5.096 0.075 -1.358 0.5 0.3 -0.2
```
Forces are in eV/Å.

Calculated values
**F_max**: 2.70 eV/Å
**HOMO energy**: -9.774 eV
**Frontier orbital gap**: 9.5 eV
**LUMO energy**: -0.25 eV

Atom charges from the Mulliken analysis, given in e for atoms 1 to 4: atom 1 (C): -0.943, atom 2 (C): -0.045, atom 3 (C): 0.280, atom 4 (S): 0.943

=====

C34H42BCoN6O6SSe2 as an isolated structure, computed with ωB97M-V/def2-TZVPD.

The geometry in XYZ format:
```
93
Properties=species:S:1:pos:R:3:forces:R:3
Co 1.980 0.734 0.370 0.7 0.9 0.7
Se 4.927 2.132 2.134 0.0 -2.0 1.0
Se 4.345 -0.253 3.019 0.5 2.2 -0.6
C 2.599 0.434 3.388 -0.5 0.0 0.0
C 2.189 0.436 4.717 0.1 0.0 0.0
C 1.039 1.111 5.086 0.0 0.0 -0.1
C 0.349 1.803 4.106 0.0 0.0 0.2
C 0.786 1.707 2.799 -0.1 0.2 -0.1
N 1.851 0.992 2.420 0.3 -0.2 0.0
C 5.515 1.450 0.458 -0.1 -0.1 -0.4
C 6.850 1.546 0.091 -0.1 0.1 0.1
C 7.223 1.106 -1.172 -0.1 0.0 0.0
C 6.246 0.622 -2.023 0.1 0.0 0.0
C 4.937 0.551 -1.561 0.0 0.0 0.0
N 4.581 0.920 -0.335 0.0 0.2 0.0
H 2.814 -0.054 5.450 0.0 0.0 0.0
H 0.713 1.136 6.117 0.0 0.0 0.0
H -0.510 2.413 4.347 0.0 0.0 -0.1
H 0.271 2.247 2.014 0.0 -0.1 0.0
H 7.565 1.955 0.790 0.0 0.0 0.0
H 8.257 1.154 -1.487 0.0 0.0 0.0
H 6.483 0.302 -3.028 0.0 0.0 0.0
H 4.137 0.193 -2.201 0.0 0.0 0.0
C -4.698 0.139 -3.457 0.1 0.1 0.0
C -3.207 0.055 -3.259 -0.1 -0.1 0.0
C -2.360 0.944 -3.918 0.0 0.0 0.1
C -0.987 0.877 -3.751 0.1 0.0 0.0
C -0.454 -0.104 -2.925 0.0 -0.1 0.0
C -1.278 -1.012 -2.276 0.0 0.0 -0.1
C -2.652 -0.924 -2.441 0.1 0.0 0.0
S 1.287 -0.170 -2.607 0.2 0.2 0.3
O 1.559 -1.481 -2.071 -0.2 0.0 0.1
O 1.979 0.208 -3.813 -0.1 0.1 -0.1
N 1.569 0.924 -1.453 -0.1 -0.9 -1.0
C 1.454 2.320 -1.883 0.1 0.2 0.3
C 2.363 3.160 -0.986 -0.3 -0.2 -0.3
O 2.943 4.125 -1.447 0.1 0.1 0.4
O 2.385 2.735 0.243 -0.7 -1.0 0.0
H -4.947 0.047 -4.515 0.0 0.0 0.0
H -5.076 1.104 -3.111 0.0 0.0 0.0
H -5.215 -0.649 -2.911 0.0 0.0 0.0
H -2.788 1.696 -4.571 0.0 0.0 0.0
H -0.320 1.555 -4.268 0.0 0.0 0.0
H -0.824 -1.784 -1.668 -0.1 0.0 0.0
H -3.299 -1.626 -1.927 0.0 0.0 0.0
H 0.441 2.709 -1.719 -0.1 -0.1 -0.2
H 1.729 2.433 -2.928 0.1 0.1 0.0
C 1.073 -2.560 2.496 0.2 -0.1 0.0
N 1.499 -3.158 1.243 -0.2 0.2 -0.1
C 0.468 -3.894 0.525 0.0 0.0 0.1
C 2.470 -2.520 0.494 0.0 -0.2 0.2
N 2.696 -1.250 0.590 -0.5 0.6 -0.6
N 3.226 -3.365 -0.271 0.0 0.0 0.0
C 4.130 -2.834 -1.274 0.0 0.0 0.1
C 3.493 -4.733 0.144 0.0 0.1 0.0
H 0.586 -3.337 3.088 0.0 0.0 0.0
H 0.389 -1.725 2.365 0.0 0.0 0.0
H 1.954 -2.212 3.034 0.0 0.0 0.0
H -0.446 -3.296 0.445 0.0 0.0 0.0
H 0.234 -4.823 1.051 0.0 0.0 0.0
H 0.811 -4.128 -0.480 0.0 0.0 0.0
H 3.551 -1.010 0.098 0.1 -0.1 0.2
H 5.026 -2.380 -0.830 0.0 -0.1 0.0
H 3.603 -2.106 -1.882 0.1 0.0 0.0
H 4.447 -3.653 -1.919 0.0 0.0 0.0
H 2.983 -4.942 1.079 0.0 0.0 0.0
H 4.568 -4.865 0.296 0.0 0.0 0.0
H 3.160 -5.448 -0.613 0.0 0.0 0.0
C -5.918 2.750 -0.231 0.1 -0.1 0.0
C -5.839 1.517 0.672 -0.1 0.1 0.0
C -6.804 0.459 0.118 0.0 0.0 0.0
C -6.297 1.925 2.080 0.0 0.0 0.0
C -4.422 0.947 0.746 0.0 -0.1 0.1
C -4.208 -0.230 1.472 0.0 0.0 0.0
C -2.954 -0.823 1.596 0.0 -0.1 0.0
C -1.906 -0.192 0.967 0.0 0.2 -0.1
O -0.572 -0.526 0.930 -0.1 -0.2 -0.1
B 0.074 0.515 0.256 0.3 0.3 0.3
O -0.879 1.448 -0.162 0.0 0.2 -0.1
C -2.091 0.997 0.288 0.0 -0.1 0.1
C -3.330 1.582 0.151 0.0 0.1 -0.1
H -6.946 3.115 -0.266 0.0 0.0 0.0
H -5.608 2.513 -1.251 0.0 0.0 0.0
H -5.291 3.559 0.148 0.0 0.0 0.0
H -7.807 0.883 0.029 0.0 0.0 0.0
H -6.869 -0.415 0.766 0.0 0.0 0.0
H -6.480 0.126 -0.870 0.0 0.0 0.0
H -7.301 2.354 2.037 0.0 0.0 0.0
H -5.623 2.674 2.501 0.0 0.0 0.0
H -6.324 1.068 2.754 0.0 0.0 0.0
H -5.042 -0.702 1.974 0.0 0.0 0.0
H -2.814 -1.726 2.176 0.0 0.0 0.0
H -3.424 2.507 -0.401 0.0 0.0 0.0
```
Forces are in eV/Å.

Calculated values
**F_max**: 2.38 eV/Å
**HOMO energy (spin up / spin down)**: -7.916 / -7.860 eV
**Frontier orbital gap (spin up / spin down)**: 6.6 / 6.6 eV
**LUMO energy (spin up / spin down)**: -1.30 / -1.30 eV

Atom charges from the Mulliken analysis, given in e for atoms 1 to 4: atom 1 (Co): 1.197, atom 2 (Se): 0.059, atom 3 (Se): 0.036, atom 4 (C): -0.290

=====

C18H26I2N4O6PdSi2 as an isolated structure, computed with ωB97M-V/def2-TZVPD.

The geometry in XYZ format:
```
59
Properties=species:S:1:pos:R:3:forces:R:3
Pd -0.616 2.198 -0.815 0.0 -0.1 0.2
I -4.090 3.339 -1.728 0.0 0.0 0.0
C -2.752 4.232 -3.108 0.0 0.0 0.0
I -1.144 2.961 -3.631 0.0 0.0 0.0
H -2.327 5.104 -2.627 0.0 0.0 0.0
H -3.305 4.488 -4.002 0.0 0.0 0.0
C -1.489 0.222 3.827 0.0 0.0 0.0
Si -1.625 1.199 2.239 0.0 0.2 0.0
C -1.873 -2.161 0.997 0.0 0.0 0.0
C -3.129 0.758 1.228 0.0 0.0 0.0
C -0.116 1.762 1.334 -0.1 -0.1 -0.1
Si 1.503 0.961 1.394 -0.1 0.0 0.1
C 2.211 0.524 3.062 0.0 0.0 0.0
C 2.494 -1.416 0.135 0.0 0.0 0.0
C 2.833 1.738 0.370 0.0 0.0 0.0
H -2.240 -0.570 3.861 0.0 0.0 0.0
H -1.665 0.886 4.674 0.0 0.0 0.0
H -0.518 -0.250 3.957 0.0 0.0 0.0
H -2.652 -2.071 1.748 0.0 0.0 0.0
H -1.470 -3.172 0.993 0.0 0.0 0.0
H -2.253 -1.898 0.015 0.0 0.0 0.0
H -3.810 0.120 1.795 0.0 0.0 0.0
H -2.877 0.275 0.285 0.0 0.0 0.0
H -3.667 1.678 0.994 0.0 0.0 0.0
H 0.120 2.757 1.740 0.1 0.0 0.0
H 1.546 -0.090 3.667 0.0 0.0 0.0
H 2.403 1.448 3.614 0.0 0.0 0.0
H 3.167 0.003 2.963 0.0 0.0 0.0
H 3.138 -1.710 0.962 0.0 0.0 0.0
H 2.972 -0.702 -0.524 0.0 0.0 0.0
H 2.148 -2.268 -0.443 0.0 0.0 0.0
H 2.850 2.800 0.635 0.0 0.0 0.0
H 2.622 1.667 -0.696 0.0 0.0 0.0
H 3.821 1.331 0.590 0.0 0.0 0.0
N -2.185 2.865 2.881 0.0 0.0 0.0
C -2.167 3.868 2.274 0.0 0.1 0.0
N -2.117 4.941 1.592 0.0 0.0 0.0
C -1.419 4.782 0.484 0.1 0.0 0.0
N -0.795 4.589 -0.477 0.0 0.1 0.0
O -0.837 -1.211 1.333 0.0 0.0 0.0
C 0.412 -1.652 1.310 0.0 -0.1 0.0
O 1.304 -0.743 0.680 0.0 0.0 0.0
H 0.614 -2.680 1.033 0.0 0.0 -0.1
O 0.805 0.992 -1.871 0.0 0.0 0.0
C 0.017 -0.042 -1.864 0.0 0.0 0.0
O -1.133 0.137 -1.314 0.0 0.0 0.0
C 0.470 -1.300 -2.359 0.0 0.0 0.0
C -0.272 -2.489 -2.121 0.0 0.0 0.0
C 0.279 -3.720 -2.333 0.0 0.0 0.0
C 1.603 -3.819 -2.829 0.0 0.0 0.0
C 2.308 -2.646 -3.198 0.0 0.0 0.0
C 1.752 -1.422 -2.964 0.0 0.0 0.0
N 2.208 -5.072 -2.954 -0.1 0.0 -0.2
O 1.562 -6.081 -2.620 0.0 0.0 0.1
O 3.365 -5.133 -3.404 0.0 0.0 0.1
H -1.291 -2.406 -1.772 0.0 0.0 0.0
H -0.270 -4.631 -2.146 0.0 0.0 0.0
H 3.284 -2.751 -3.649 0.0 0.0 0.0
H 2.296 -0.520 -3.218 0.0 0.0 0.0
```
Forces are in eV/Å.

Calculated values
**F_max**: 0.19 eV/Å
**HOMO energy (spin up / spin down)**: -5.130 / -8.571 eV
**2S+1**: 5
**Frontier orbital gap (spin up / spin down)**: 4.6 / 7.2 eV
**LUMO energy (spin up / spin down)**: -0.50 / -1.40 eV

Atom charges from the Mulliken analysis, given in e for atoms 1 to 4: atom 1 (Pd): -0.261, atom 2 (I): 0.121, atom 3 (C): -0.905, atom 4 (I): 0.205

=====

Q: The lowest F_max belongs to which entry?
A: C18H26I2N4O6PdSi2

=====

Q: The lowest F_max belongs to which entry?
A: C18H26I2N4O6PdSi2

=====

Q: What is the F_max in the first record?
A: 2.70 eV/Å

=====

Q: Among the records above, which one has the lowest F_max?
A: C18H26I2N4O6PdSi2